Entry 1:
Density functional theory data (ωB97M-V/def2-TZVPD) for a cluster of 2 separate species, C3H10N4S in total in a non-equilibrium geometry.

The geometry in XYZ format:
```
18
C3H10N4S | OMol25 | ωB97M-V/def2-TZVPD
N 4.15 0.86 -0.50
C -1.66 -0.39 0.71
N -2.41 0.41 -0.26
H -3.43 0.71 -2.04
N 1.62 -1.71 0.45
H 3.58 1.69 -0.35
H -1.45 -1.32 0.23
H 0.11 -0.11 2.01
H -2.43 -0.59 1.60
C -0.44 0.45 1.08
C -2.77 0.04 -1.42
H 4.42 0.63 0.44
S 1.57 -0.57 -0.58
H 0.37 1.38 -0.57
H 1.67 -2.62 0.03
H -0.59 1.54 1.24
N 0.46 0.55 -0.04
H -2.76 -0.93 -2.02
```

largest force on an atom: 0.0642 Eh/bohr
LUMO energy (spin up / spin down): -0.28 / 0.00 eV
electronic energy: -20063.0738 eV
HOMO energy (spin up / spin down): -7.26 / -9.23 eV
energy above the lowest of the compared OMol25 structures with the same formula, charge and spin: 452.4 kJ/mol
total charge: 0

Entry 2:
Density functional theory data (ωB97M-V/def2-TZVPD) for a cluster of 5 separate species, C36H80N7O7PS2 in total in a non-equilibrium geometry.

The geometry in XYZ format:
```
133
C36H80N7O7PS2 | OMol25 | ωB97M-V/def2-TZVPD
H -0.13 1.15 0.24
N 4.01 -7.03 0.21
H -0.29 0.27 3.18
H 3.55 1.46 -2.25
H -5.22 5.17 2.42
H 4.25 -6.81 -1.86
C -3.29 2.71 2.47
C -3.95 1.98 -2.76
N 0.84 8.96 2.74
C 0.16 2.11 0.64
C 1.58 0.50 -2.06
C 0.46 -6.59 3.31
H 4.94 -14.75 0.45
H -4.18 -2.75 -0.38
H -3.94 0.95 1.48
H 0.02 3.09 2.53
H -0.54 6.01 -3.18
C -1.82 -0.58 1.50
H -3.03 6.58 -2.98
C 1.26 9.76 3.88
N -0.09 -4.75 1.80
H -3.49 5.15 2.55
N -2.44 4.21 -1.98
C 2.63 1.32 -2.81
C -0.83 1.13 2.80
H -1.28 3.92 -3.74
N 1.88 5.03 -2.94
H 1.23 1.84 2.51
C 3.92 -9.42 0.75
H 7.62 -13.04 2.14
H -5.27 3.01 1.78
O 1.65 -0.87 -2.50
C -3.23 1.19 2.26
H 5.05 -12.08 -0.91
H -0.15 -7.32 2.77
H -0.45 -3.81 1.69
C 6.80 -13.47 1.57
C -2.85 2.44 -3.71
H -4.04 3.23 0.50
H 2.94 3.02 -4.02
H -1.81 5.45 -0.48
H 5.74 -6.65 -0.91
C -2.31 3.86 -3.39
C -2.25 7.12 -2.47
C 0.35 -5.45 0.61
C -1.55 9.02 3.29
H 5.03 -8.25 -1.17
H -1.61 2.61 -0.45
H 0.58 0.89 -2.18
H -3.54 0.65 3.15
C 4.80 -7.21 -1.00
H 1.15 2.29 0.25
H -5.29 -0.06 -2.17
H -1.29 3.74 0.85
H -5.64 -1.18 -0.89
C -0.41 8.58 2.40
H 2.53 5.58 -2.40
H -3.32 -1.17 -2.12
H -5.18 0.49 -0.49
C -3.38 -2.04 -0.21
C 6.33 -12.46 0.56
H -3.71 2.16 -1.72
H -2.90 4.54 -4.00
H -0.85 1.80 -4.22
O -0.48 -4.49 4.00
H -2.32 3.19 2.43
C -4.28 3.40 1.55
H -2.11 0.57 -4.41
C 3.57 -7.98 1.06
C 1.76 3.71 -2.34
H 1.87 0.47 -1.01
H 0.41 10.05 4.49
S -3.30 -1.60 1.56
O 2.91 -7.67 2.05
H -2.44 -2.52 -0.44
H -1.56 0.94 -2.80
C -0.82 3.15 0.07
H 0.03 5.79 1.10
H -2.66 7.44 -1.51
C -3.54 -0.82 -1.12
H 1.96 9.19 4.49
N 5.31 -12.81 -0.26
H 3.50 -10.06 1.52
H -0.48 -5.54 -0.09
H 1.50 -6.66 2.98
H 1.26 2.40 -3.99
C -0.08 -5.20 3.09
P 0.90 5.23 0.16
H 5.99 -13.72 2.26
C -0.18 4.16 -0.90
C 0.23 2.09 2.16
H 1.55 8.64 2.10
H -3.30 2.51 -4.70
C -1.00 6.27 -2.23
C -1.38 5.04 -1.40
H -0.33 6.91 -1.68
H -1.61 10.11 3.33
H 1.42 6.29 -0.61
C -5.01 -0.34 -1.16
H 0.81 -1.11 -2.91
H -1.24 1.64 3.67
H 2.49 3.57 -1.55
O 0.44 3.39 -1.93
O -0.60 7.90 1.40
H -2.87 -0.01 -0.85
H 0.41 -6.81 4.37
H -3.66 2.87 3.48
H 4.67 -14.51 -1.29
H -2.48 8.63 2.89
O 6.85 -11.35 0.46
H 1.15 -4.88 0.13
H 1.77 10.66 3.52
N -1.88 0.74 1.84
H 5.00 -9.55 0.74
C 2.13 2.65 -3.40
H 3.51 -13.87 -0.11
C -4.32 4.91 1.89
C -1.75 1.38 -3.78
H -4.05 0.90 -2.86
H 2.91 0.72 -3.67
O 2.02 4.54 0.86
H -3.31 4.69 -1.80
H 7.16 -14.37 1.08
H -4.93 2.38 -3.01
H -1.99 8.02 -3.03
S -0.44 -1.30 0.99
H 3.75 -6.10 0.47
H 0.73 -6.44 0.86
H -4.20 5.53 1.00
H 3.50 -9.71 -0.21
H 2.19 4.97 -3.90
H -1.41 8.62 4.30
C 4.57 -14.06 -0.30
```

largest force on an atom: 0.0474 Eh/bohr
LUMO energy: 0.43 eV
electronic energy: -94352.2936 eV
HOMO energy: -7.84 eV
total charge: 0
SMILES: CCCCN(CCCC[C@](O[C@H](N)CCCO)([PH2]=O)[C@@H](CC)NCC(C)C)C(=S)SCCC.CNC(C)=O.CNC(C)=O.CNC(C)=O.CNC(C)=O

Entry 3:
Density functional theory data (ωB97M-V/def2-TZVPD) for a cluster of 3 separate species, C2H10N2O2 in total in a non-equilibrium geometry.

The geometry in XYZ format:
```
16
C2H10N2O2 | OMol25 | ωB97M-V/def2-TZVPD
H 0.37 -3.48 -0.01
H -0.61 0.84 -1.30
O 0.03 3.06 -0.27
H 0.98 -0.92 -1.16
C -0.94 -1.01 -0.58
N 0.90 -2.56 0.21
C 0.38 -1.46 -0.46
H -1.82 -1.72 -0.34
H 1.90 -2.72 -0.01
O 0.68 1.06 2.08
N -1.29 0.10 -1.39
H 0.93 3.02 -0.57
H 0.27 2.35 0.41
H 0.15 0.63 1.33
H 0.49 0.62 2.93
H -2.26 0.46 -1.28
```

largest force on an atom: 0.0831 Eh/bohr
LUMO energy: 0.83 eV
electronic energy: -9309.8158 eV
HOMO energy: -7.37 eV
energy above the lowest of the compared OMol25 structures with the same formula, charge and spin: 169.2 kJ/mol
total charge: 0
SMILES: N/C=C/N.O.O

Entry 4:
Density functional theory data (ωB97M-V/def2-TZVPD) for a structure of composition C7H14NO2 in a non-equilibrium geometry.

The geometry in XYZ format:
```
24
C7H14NO2 | OMol25 | ωB97M-V/def2-TZVPD
C 0.97 -0.60 0.83
H -1.02 3.14 0.74
H 0.59 0.41 -2.56
O 0.08 2.91 -1.11
C 0.68 -2.01 1.30
H 1.93 0.79 -1.34
H 2.13 -0.41 0.80
H -0.31 -1.01 -0.81
C 1.14 0.17 -1.59
O -1.01 0.60 1.36
H -3.10 1.17 -0.26
H -2.20 -0.36 -0.70
C -0.48 2.54 -0.11
H 0.69 -2.76 0.52
H 0.26 0.12 2.89
N 0.26 -0.23 -0.50
C 0.35 0.33 1.80
H 0.92 1.29 1.73
H -0.28 -2.01 1.80
C -1.04 1.07 0.08
H 1.75 -0.71 -1.82
C -2.20 0.72 -0.69
H 1.39 -2.31 1.95
H -2.17 1.16 -1.65
```

largest force on an atom: 0.0789 Eh/bohr
LUMO energy: -3.97 eV
electronic energy: -13061.9635 eV
HOMO energy: -14.20 eV
energy above the lowest of the compared OMol25 structures with the same formula, charge and spin: 278.8 kJ/mol
total charge: +1

Entry 5:
Density functional theory data (ωB97M-V/def2-TZVPD) for a structure of composition C32H21ClN8O2ReS2.

The geometry in XYZ format:
```
67
C32H21ClN8O2ReS2 | OMol25 | ωB97M-V/def2-TZVPD
H 0.99 -2.10 -1.11
H -4.98 4.35 1.08
S 0.06 1.15 2.55
C -3.39 -3.42 0.64
H -0.65 1.21 -5.57
H 3.97 0.76 -0.05
H 6.16 2.63 0.77
N -1.33 -1.71 -0.24
H 4.01 2.55 1.99
O -2.12 -0.22 1.19
C 4.70 1.00 3.32
C -3.22 -0.22 -1.02
N 1.63 -0.22 0.70
N -6.77 -0.19 1.28
C 5.74 0.18 3.73
H 5.63 -0.48 4.58
H 5.29 0.12 -2.03
C 2.42 -0.66 -0.44
N -3.09 2.18 -0.65
N 2.39 0.16 1.70
H 3.72 1.10 5.15
H 7.75 -0.43 3.31
C 6.02 1.93 1.58
O -0.33 0.73 -1.13
H -4.08 -0.78 -1.40
C -4.98 -1.57 0.95
C 3.89 -1.36 -2.69
C 2.67 -1.98 -2.43
C 7.07 1.08 1.95
C -1.12 0.89 -4.65
C -2.39 0.33 -4.66
H -1.95 -4.96 0.21
C 3.62 -0.01 -0.71
C -5.31 2.23 1.01
C -1.15 -3.00 -0.14
C -2.17 -3.90 0.22
C -4.65 3.40 0.69
H -4.16 -4.09 0.98
C 1.94 -1.63 -1.31
C -3.53 3.32 -0.13
C -3.66 -2.06 0.62
H -2.97 4.21 -0.38
H -6.17 2.23 1.67
C -4.85 1.02 0.49
H 4.46 -1.64 -3.56
C -3.00 -0.07 -3.48
N 2.31 1.03 3.90
C -3.75 1.06 -0.37
C 4.35 -0.38 -1.82
H 2.30 -2.75 -3.09
C -5.51 -0.23 0.89
Re -0.37 0.03 0.57
H 8.01 1.12 1.41
C -0.46 1.02 -3.44
C -1.07 0.60 -2.27
H 0.54 1.44 -3.39
C 1.75 0.77 2.67
C 6.93 0.21 3.02
N -5.88 -2.45 1.39
C -2.37 0.07 -2.26
C -2.62 -1.12 0.10
H -4.01 -0.46 -3.53
C 4.82 1.88 2.26
S -7.24 -1.68 1.68
H -0.15 -3.39 -0.31
Cl -3.23 0.14 -6.16
N 3.53 1.02 4.15
```

largest force on an atom: 0.0128 Eh/bohr
LUMO energy (spin up / spin down): -8.05 / -8.26 eV
multiplicity: 4
electronic energy: -85845.6731 eV
HOMO energy (spin up / spin down): -13.25 / -13.42 eV
energy above the lowest of the compared OMol25 structures with the same formula, charge and spin: 491.2 kJ/mol
total charge: +2

Entry 6:
Density functional theory data (ωB97M-V/def2-TZVPD) for a cluster of 2 separate species, C5H11N in total in a non-equilibrium geometry.

The geometry in XYZ format:
```
17
C5H11N | OMol25 | ωB97M-V/def2-TZVPD
H 1.20 0.20 3.88
N -0.57 -1.03 -2.91
H -1.34 -1.19 2.81
H 1.19 1.50 -1.54
H -1.30 -1.22 -2.25
H 0.23 0.68 -3.73
H 1.87 0.97 2.55
C 0.65 0.56 -1.59
H -0.38 -1.56 -3.75
H 0.31 0.02 -0.70
C -1.27 -0.27 2.24
C 1.15 0.18 2.78
C -0.21 0.55 2.24
H 1.71 -0.76 2.65
H -0.19 1.43 1.62
C 0.17 0.17 -2.78
H -2.20 0.01 1.75
```

largest force on an atom: 0.0404 Eh/bohr
LUMO energy (spin up / spin down): 4.13 / 4.18 eV
multiplicity: 2
electronic energy: -6849.8062 eV
HOMO energy (spin up / spin down): 1.52 / -4.84 eV
energy above the lowest of the compared OMol25 structures with the same formula, charge and spin: 194.1 kJ/mol
total charge: -1

Entry 7:
Density functional theory data (ωB97M-V/def2-TZVPD) for a cluster of 2 separate species, C5H11N3 in total in a non-equilibrium geometry.

The geometry in XYZ format:
```
19
C5H11N3 | OMol25 | ωB97M-V/def2-TZVPD
H -1.71 1.92 1.32
N 2.95 0.90 -0.28
H 3.39 1.79 -0.23
H -0.19 2.02 0.73
H 1.18 -1.60 -1.51
N -1.11 0.20 0.34
H -0.19 -1.52 0.99
C -1.11 1.65 0.53
C 2.28 -1.29 -1.43
H -0.07 0.21 1.96
C -0.66 -0.56 1.49
H 2.56 -1.11 -2.46
H -1.55 2.13 -0.35
C -3.27 -0.56 -0.47
C 2.58 -0.08 -0.75
N -2.23 -0.20 -0.10
H -1.48 -0.99 2.10
H 2.85 -2.08 -0.97
H -4.22 -0.81 -0.91
```

largest force on an atom: 0.0905 Eh/bohr
LUMO energy: -7.60 eV
electronic energy: -9812.0021 eV
HOMO energy: -17.98 eV
energy above the lowest of the compared OMol25 structures with the same formula, charge and spin: 573.2 kJ/mol
total charge: +2

Entry 8:
Density functional theory data (ωB97M-V/def2-TZVPD) for a structure of composition C13H12ClNO2Zr in a non-equilibrium geometry.

The geometry in XYZ format:
```
30
C13H12ClNO2Zr | OMol25 | ωB97M-V/def2-TZVPD
C 1.54 -1.75 -1.15
C 1.03 2.71 2.12
Cl -2.47 0.37 -1.26
H 2.35 -2.14 -0.54
H 2.18 0.38 -1.54
C 0.42 -2.51 -1.66
H -1.11 0.87 -3.48
C 0.04 -2.48 1.32
H -1.16 1.48 4.38
H -1.14 -1.97 -3.21
C 0.85 1.74 1.13
C -0.29 -1.67 -2.58
H 0.30 1.71 -2.92
O 0.19 -3.20 2.21
H 1.75 3.50 1.94
N -0.05 0.73 1.28
H 1.41 1.75 0.19
C -0.73 0.65 2.46
O -3.39 -2.19 1.25
C 1.48 -0.44 -1.71
H 0.42 3.43 4.08
C -0.58 1.60 3.47
Zr -0.54 -0.73 -0.41
H 0.39 0.78 -4.44
H 0.24 -3.57 -1.49
C 0.30 2.66 3.30
C -2.39 -1.91 0.76
C 0.38 -0.40 -2.64
C -0.02 0.80 -3.43
H -1.41 -0.21 2.56
```

largest force on an atom: 0.1004 Eh/bohr
LUMO energy: -9.30 eV
electronic energy: -33049.2348 eV
HOMO energy: -17.04 eV
total charge: +2

Entry 9:
Density functional theory data (ωB97M-V/def2-TZVPD) for the molecule C4H6N2O in a non-equilibrium geometry.

The geometry in XYZ format:
```
13
C4H6N2O | OMol25 | ωB97M-V/def2-TZVPD
H -1.67 1.24 -1.65
C -0.05 0.13 -0.63
C 1.10 0.44 0.04
O -0.52 -1.73 2.17
H -1.37 -2.11 1.89
H 1.94 1.11 -0.15
H 0.00 1.83 -1.63
C -0.16 -0.95 1.15
N 1.01 -0.27 1.22
C -0.62 0.91 -1.74
H 1.65 -0.24 1.99
N -0.82 -0.79 0.04
H -0.49 0.42 -2.70
```

largest force on an atom: 0.0309 Eh/bohr
LUMO energy: 0.82 eV
electronic energy: -9272.8555 eV
HOMO energy: -8.04 eV
energy above the lowest of the compared OMol25 structures with the same formula, charge and spin: 62.4 kJ/mol
total charge: 0
SMILES: Cc1c[nH]c(O)n1

Entry 10:
Density functional theory data (ωB97M-V/def2-TZVPD) for a structure of composition C3H20O7 in a non-equilibrium geometry.

The geometry in XYZ format:
```
30
C3H20O7 | OMol25 | ωB97M-V/def2-TZVPD
C -3.12 -0.09 0.84
H -1.65 1.72 -1.95
H -1.55 0.75 -0.03
O 1.12 0.67 1.11
H -0.64 1.16 -0.74
H 0.60 0.39 -0.36
H 1.79 -1.73 1.47
H -0.93 -0.49 0.30
H 0.67 -1.87 -0.35
H -2.73 -1.11 0.86
H 2.40 -0.93 -0.20
H 3.46 1.38 -1.47
H -3.02 0.38 1.81
H 1.32 -0.47 0.76
C -0.35 -2.24 -0.24
O -1.14 1.94 -1.17
H 1.81 1.31 -0.79
O 1.89 -1.23 0.66
O 2.82 -0.50 -0.95
O -0.35 0.32 -0.40
H 3.29 0.96 0.23
H -0.83 -2.05 -1.20
H 0.23 0.83 1.44
H -1.24 2.88 -1.08
H -0.53 -3.26 0.07
O -2.47 0.55 -0.25
H 1.57 1.51 1.23
O -1.04 -1.39 0.60
H -4.17 -0.24 0.55
C 2.81 0.88 -0.75
```

largest force on an atom: 0.2648 Eh/bohr
LUMO energy: -0.36 eV
electronic energy: -17754.0000 eV
HOMO energy: -8.20 eV
energy above the lowest of the compared OMol25 structures with the same formula, charge and spin: 1408.8 kJ/mol
total charge: 0

Entry 11:
Density functional theory data (ωB97M-V/def2-TZVPD) for the molecule C2H2N2O2 in a non-equilibrium geometry.

The geometry in XYZ format:
```
8
C2H2N2O2 | OMol25 | ωB97M-V/def2-TZVPD
C 0.07 -0.70 0.12
H 0.50 1.24 -0.65
C -0.30 -1.07 -1.27
N 0.21 0.72 0.18
H -0.52 1.45 1.75
O -0.04 -1.60 0.93
O 0.32 1.51 1.33
N -0.24 -1.54 -2.39
```

largest force on an atom: 0.1342 Eh/bohr
LUMO energy: -0.15 eV
electronic energy: -9178.5587 eV
HOMO energy: -10.89 eV
energy above the lowest of the compared OMol25 structures with the same formula, charge and spin: 311.4 kJ/mol
total charge: 0
SMILES: N#CC(=O)NO

Entry 12:
Density functional theory data (ωB97M-V/def2-TZVPD) for a structure of composition C4H24B4CaO in a non-equilibrium geometry.

The geometry in XYZ format:
```
34
C4H24B4CaO | OMol25 | ωB97M-V/def2-TZVPD
H 0.51 1.96 0.74
H -0.30 1.63 -1.77
H 0.35 -1.79 2.24
H -1.28 -1.70 -2.33
H 1.14 2.12 3.26
H -2.98 -1.35 -2.07
H -0.47 1.41 2.80
H 2.10 -0.03 3.73
H -2.75 1.01 -0.63
B 0.71 1.56 -2.12
O 0.68 -0.14 1.04
H -2.39 -1.70 -3.74
H 1.11 2.54 -2.32
H 2.25 -1.55 -0.67
H 1.34 -1.06 -2.02
H 0.59 0.94 -3.00
H -2.34 -0.36 0.33
H 2.02 -1.42 1.90
C 1.07 -0.04 3.36
H -1.92 -0.24 -2.98
C 1.01 1.20 1.34
C 0.62 1.29 2.78
H -3.02 1.21 1.03
H 1.30 0.98 -1.42
B -2.36 0.72 0.33
H 0.52 -2.00 -0.73
H -1.36 1.13 0.39
B 1.43 -1.85 -1.30
H 0.33 -0.44 4.06
H 1.64 -2.79 -1.80
Ca -0.52 -0.25 -1.09
B -2.17 -1.27 -2.77
C 1.06 -0.96 2.14
H 2.09 1.25 1.28
```

largest force on an atom: 0.0976 Eh/bohr
LUMO energy (spin up / spin down): 3.02 / -2.32 eV
multiplicity: 2
electronic energy: -27720.0897 eV
HOMO energy (spin up / spin down): -7.16 / -6.20 eV
energy above the lowest of the compared OMol25 structures with the same formula, charge and spin: 0.0 kJ/mol
total charge: -1